1.
This record from OMol25 describes an isolated molecule of C6H14FN2O2P. The level of theory is wB97M-V/def2-TZVPD.

Computed properties:
Multiplicity: 1
Gap between HOMO and LUMO: 8.660 eV
SMILES: CC[C@@H](F)OC(=O)N(N)P(C)C
LUMO level: 0.70 eV
Total charge: 0
HOMO level: -7.960 eV

Element x y z (Å)
C1 2.491 -0.293 -0.039
C2 1.869 0.967 -0.673
C3 0.744 1.448 0.226
F1 1.288 2.331 1.108
O1 -0.260 2.158 -0.450
C4 -1.315 1.415 -0.925
O2 -1.586 1.489 -2.038
N1 -2.113 0.634 -0.057
N2 -2.221 1.200 1.248
P1 -1.753 -1.119 -0.053
C5 -0.774 -1.639 1.451
C6 -0.916 -1.624 -1.613
H1 3.535 -0.407 -0.298
H2 1.893 -1.170 -0.260
H3 2.451 -0.167 1.042
H4 2.645 1.722 -0.655
H5 1.552 0.796 -1.695
H6 0.338 0.642 0.834
H7 -1.356 1.623 1.571
H8 -2.542 0.517 1.920
H9 -0.431 -0.830 2.091
H10 -1.370 -2.364 1.980
H11 0.125 -2.161 1.124
H12 -0.045 -1.028 -1.884
H13 -1.641 -1.480 -2.402
H14 -0.607 -2.659 -1.553



2.
This record from OMol25 describes a structure of composition C21H17INO2RuS4. The level of theory is wB97M-V/def2-TZVPD.

Computed properties:
Multiplicity: 5
Gap between HOMO and LUMO (spin up / spin down): 6.324 / 6.046 eV
LUMO level (spin up / spin down): -3.11 / -5.18 eV
Total charge: +1
HOMO level (spin up / spin down): -9.435 / -11.227 eV

Element x y z (Å)
Ru1 -10.423 -8.741 11.781
I1 -12.822 -7.980 12.571
C1 -13.411 -9.952 12.025
C2 -14.762 -10.241 11.852
C3 -15.096 -11.594 11.421
C4 -14.093 -12.523 11.230
C5 -12.749 -12.223 11.559
C6 -11.825 -13.313 11.596
C7 -10.543 -13.037 11.920
C8 -10.087 -11.660 12.144
C9 -10.934 -10.636 12.024
C10 -12.351 -10.941 11.975
H1 -15.513 -9.505 11.918
H2 -16.113 -11.917 11.307
H3 -14.262 -13.470 10.745
H4 -12.263 -14.307 11.558
H5 -9.844 -13.834 12.059
H6 -9.044 -11.492 12.308
O1 -4.390 -7.751 14.751
C11 -5.490 -8.069 14.351
S1 -6.990 -8.035 15.324
C12 -8.001 -8.516 13.981
C13 -7.372 -8.796 12.740
S2 -8.134 -9.218 11.304
S3 -5.630 -8.702 12.630
S4 -9.702 -8.644 13.990
O2 -9.355 -6.416 11.791
C14 -8.699 -6.091 10.543
C15 -9.719 -5.451 9.528
C16 -11.068 -6.249 9.368
C17 -10.880 -7.632 8.822
C18 -10.777 -7.784 7.447
C19 -10.589 -9.048 6.919
C20 -10.530 -10.131 7.742
C21 -10.727 -9.957 9.069
N1 -10.907 -8.753 9.641
H7 -9.127 -5.743 12.479
H8 -8.242 -7.007 10.120
H9 -7.904 -5.381 10.703
H10 -9.191 -5.405 8.531
H11 -9.938 -4.432 9.899
H12 -11.717 -5.587 8.755
H13 -11.446 -6.478 10.350
H14 -10.823 -6.961 6.693
H15 -10.695 -9.177 5.850
H16 -10.490 -11.113 7.274
H17 -10.690 -10.813 9.737



3.
This record from OMol25 describes a cluster of 2 separate species, H2N2O3 in total. The level of theory is wB97M-V/def2-TZVPD.

Computed properties:
Multiplicity: 1
Gap between HOMO and LUMO: 9.541 eV
SMILES: O=NN=O.O
LUMO level: -0.38 eV
Total charge: 0
HOMO level: -9.917 eV

Element x y z (Å)
O1 1.300 1.682 -0.066
N1 1.617 0.558 0.141
N2 1.866 -0.507 -0.195
O2 2.222 -1.616 0.059
O3 -1.994 0.106 0.114
H1 -2.178 -0.529 -0.583
H2 -2.834 0.305 0.531



E per entry: -938.15439 -3000.68916 -336.23425 Ha
Strongest force on any atom per entry: 4.95 3.03 1.71 eV/Å
Energy relative to the best compared isomer or geometry (same formula, charge and spin) per entry: 385.02 13.48 80.91 kJ/mol